## i
An isolated molecule of C3H8N4S, computed with ωB97M-V/def2-TZVPD.

```
16
Properties=species:S:1:pos:R:3:lowdin_charge:R:1
H -0.22338 -2.17137 -0.18941 0.084
N 1.30527 0.79391 -0.12451 -0.174
H -0.57388 1.35548 0.74963 0.108
N 2.56604 1.42896 -0.24960 -0.034
N -1.36471 0.92416 0.25600 0.116
C 1.18184 -0.59086 -0.04811 -0.823
C -1.31928 -0.40748 0.04290 -0.442
C -0.16773 -1.09582 -0.16891 -0.124
H 3.26688 0.70245 -0.54975 0.031
H -3.24294 -0.79660 0.49513 0.099
N -2.57265 -0.96102 -0.25946 0.107
S 2.48783 -1.61836 0.12501 0.602
H -2.54266 -1.95773 -0.36944 0.085
H -2.20908 1.46513 0.27631 0.106
H 0.59818 1.18170 -0.77385 0.131
H 2.81027 1.74744 0.78804 0.129
```

The lowest unoccupied orbital energy comes out at 0.6 eV. The spin multiplicity is 1. The SMILES is NNC(=S)C=C(N)N. The frontier orbital gap is 0.314 hartree.



## ii
An isolated molecule of C3H8N4S, computed with ωB97M-V/def2-TZVPD.

```
16
Properties=species:S:1:pos:R:3:lowdin_charge:R:1
H -1.06728 -1.72922 0.29730 0.029
H 0.88818 3.34189 1.38637 0.096
H 0.96604 1.12918 -0.77927 0.129
N 1.48182 2.64491 0.92465 0.012
H 2.46376 2.89334 0.90926 0.084
S -0.23139 -0.59215 2.21582 0.621
N 0.30315 0.53300 -0.29799 -0.017
H -1.28533 -3.32429 -1.75355 0.072
H 1.57890 1.28593 2.52709 0.105
N -0.29713 -0.36139 -1.14194 0.024
H -1.28828 -1.79059 -2.70705 0.061
C -0.92479 -1.37777 -0.75702 -0.256
N 1.30620 1.39768 1.55166 -0.150
C -1.59860 -2.26969 -1.78038 -0.081
C 0.40513 0.45375 1.07593 -0.808
H -2.70037 -2.23458 -1.67088 0.078
```

The lowest unoccupied orbital energy comes out at 0.6 eV. The spin multiplicity is 1. The SMILES is C/C=N/NC(=S)NN. The frontier orbital gap is 0.326 hartree.



## iii
An isolated molecule of C3H8N4S, computed with ωB97M-V/def2-TZVPD.

```
16
Properties=species:S:1:pos:R:3:lowdin_charge:R:1
H 1.89436 0.97292 -0.83778 0.078
H -0.60909 -1.70621 0.43270 0.152
N -0.14030 -0.92599 -0.21005 -0.062
H -3.23632 -0.98356 1.26986 0.019
H -3.60106 -1.72773 -0.38151 0.162
C 3.58168 -0.43036 0.14089 -0.079
C 2.09658 -0.07063 -0.35370 -0.284
C -0.96286 0.23522 -0.06269 -0.923
N -2.32093 0.10844 -0.47953 -0.055
N 1.33754 -0.98276 0.02344 -0.005
H 4.20002 -0.25232 -0.76120 0.057
N -2.96437 -1.05624 0.33749 -0.030
H 3.99766 0.20617 1.12357 0.128
S -0.18670 1.59398 0.19616 0.727
H 3.58348 -1.36751 0.55905 0.005
H -2.91779 0.94500 -0.58975 0.110
```

The lowest unoccupied orbital energy comes out at 0.4 eV. The spin multiplicity is 1. The SMILES is C/C=N/NC(=S)NN. The frontier orbital gap is 0.322 hartree.



Stability ranking, top entry: i; the second entry is 0.0383 hartree less favorable.



## i
A structure of composition C2H2N2O, computed with ωB97M-V/def2-TZVPD.

```
7
Properties=species:S:1:pos:R:3:lowdin_charge:R:1
H -1.96403 -0.76882 0.13011 0.133
C -0.89494 -0.41772 -0.07413 -0.052
N 0.17352 -1.07728 -0.51656 0.100
H 1.81807 -0.18646 -0.22246 0.067
N 0.96608 0.07839 -0.54321 0.042
C -0.08001 0.70797 0.28189 -0.466
O -0.01869 1.66393 0.94435 0.176
```

The lowest unoccupied orbital energy comes out at -0.5 eV. The spin multiplicity is 1. The frontier orbital gap is 0.348 hartree.



## ii
A cluster of 4 separate species, C2H2N2O in total, computed with ωB97M-V/def2-TZVPD.

```
7
Properties=species:S:1:pos:R:3:lowdin_charge:R:1
C -0.41584 1.93818 0.61727 -0.455
N -1.54984 2.04305 1.07161 0.234
N 0.67933 1.72314 0.17209 0.202
C 0.74711 -0.82299 0.19404 -0.098
O 0.86397 -1.54872 1.04438 0.092
H -0.38876 -1.86788 -1.85096 0.081
H 0.06402 -1.46477 -1.24842 -0.056
```

The lowest unoccupied orbital energy (alpha / beta) comes out at -3.3 / -3.2 eV. The spin multiplicity is 1. The frontier orbital gap (alpha / beta) is 0.295 / 0.291 hartree.



Stability ranking, top entry: i; the second entry is 0.1042 hartree less favorable.



## i
A structure of composition C2H3NOS2, computed with ωB97M-V/def2-TZVPD.

```
9
Properties=species:S:1:pos:R:3:lowdin_charge:R:1
S 1.68230 -0.27292 -1.67874 0.879
N 1.92118 -1.43356 -0.60811 -0.382
S 0.26269 2.05372 -0.19108 0.725
O -0.34910 -0.58184 0.05256 -0.233
H 0.83586 -2.22091 1.19525 0.111
C 0.00016 0.32408 -0.84654 -0.943
H -0.63987 0.30854 -1.68756 0.044
C 1.15943 -1.73525 0.30492 0.035
H -0.93926 2.14431 0.02745 -0.236
```

The lowest unoccupied orbital energy comes out at 0.6 eV. The spin multiplicity is 1. The frontier orbital gap is 0.357 hartree.



## ii
A structure of composition C2H3NOS2, computed with ωB97M-V/def2-TZVPD.

```
9
Properties=species:S:1:pos:R:3:lowdin_charge:R:1
H 0.55429 -1.84184 -0.32088 0.173
N -1.21151 -0.61246 0.02035 -0.701
S -2.50346 -1.58689 0.00751 0.565
C 0.90153 0.44958 0.00681 -0.329
H 1.90643 0.30731 -0.45694 0.125
H 1.24970 0.79070 1.07514 0.145
C 0.04824 -0.79091 -0.11581 -0.228
O 0.24009 1.59102 -0.46010 -0.604
S -1.18532 1.69348 0.24392 0.854
```

The lowest unoccupied orbital energy (alpha / beta) comes out at -1.8 / -1.3 eV. The spin multiplicity is 1. The frontier orbital gap (alpha / beta) is 0.238 / 0.270 hartree.



## iii
An isolated molecule of C2H3NOS2, computed with ωB97M-V/def2-TZVPD.

```
9
Properties=species:S:1:pos:R:3:lowdin_charge:R:1
C -0.98381 -0.28745 0.71682 -0.213
S 1.51065 0.69896 1.23421 0.656
H 0.08785 -0.39528 2.70715 0.066
N 0.15122 0.32006 -1.12241 -0.501
C 0.06993 0.01437 1.64307 -0.631
S 0.43325 -0.09699 -2.70248 0.754
H -1.71250 -0.93775 1.00655 0.083
H 1.37397 0.98082 -2.89245 -0.058
O -0.93057 -0.29674 -0.59046 -0.156
```

The lowest unoccupied orbital energy (alpha / beta) comes out at -0.7 / -1.3 eV. The spin multiplicity is 1. The frontier orbital gap (alpha / beta) is 0.273 / 0.244 hartree.



Stability ranking, top entry: i; the second entry is 0.0379 hartree less favorable.



## i
A cluster of 2 separate species, C2H3NOS2 in total, computed with ωB97M-V/def2-TZVPD.

```
9
Properties=species:S:1:pos:R:3:lowdin_charge:R:1
N 2.45717 -0.78420 0.68667 0.140
H 0.24322 0.06069 -0.90871 -0.023
C -0.44366 0.83646 -1.12937 -0.362
H -1.24254 0.96666 -1.82261 0.000
S -0.14271 2.18649 -0.18559 0.362
O 2.96670 -1.83965 -1.31835 0.194
C 2.76270 -1.44062 -0.28458 -0.424
H 2.50285 -0.98442 1.59607 0.018
S 1.22057 1.84253 1.10948 0.095
```

The lowest unoccupied orbital energy (alpha / beta) comes out at -0.9 / -0.9 eV. The spin multiplicity is 1. The frontier orbital gap (alpha / beta) is 0.284 / 0.284 hartree.



## ii
An isolated molecule of C2H3NOS2, computed with ωB97M-V/def2-TZVPD.

```
9
Properties=species:S:1:pos:R:3:lowdin_charge:R:1
H 1.02781 -0.71184 1.00505 0.025
C -1.61800 0.22777 0.03645 -0.529
O 0.70489 0.01246 -0.77481 -0.181
N -0.25060 0.78360 -0.02944 -0.060
S 3.11802 -0.86933 -0.13652 0.713
H -0.16353 1.74530 -0.28752 0.124
S -1.94190 -1.45336 -0.21118 0.576
H -2.41171 0.89296 0.27165 0.033
C 1.53502 -0.62757 0.12631 -0.700
```

The lowest unoccupied orbital energy comes out at -0.6 eV. The spin multiplicity is 1. The SMILES is S=CNOC=S. The frontier orbital gap is 0.319 hartree.



## iii
A cluster of 2 separate species, C2H3NOS2 in total, computed with ωB97M-V/def2-TZVPD.

```
9
Properties=species:S:1:pos:R:3:lowdin_charge:R:1
O -0.42625 -3.30774 3.66560 0.154
S 1.00891 1.02528 -1.33640 0.382
H 1.13704 0.26519 -3.61729 0.020
H 1.62259 1.98868 -3.48052 0.002
N 0.99358 -1.83514 2.53752 0.155
H 0.88054 -1.33550 1.59543 -0.007
C 0.20525 -2.50149 3.13647 -0.450
S 0.67824 -0.75779 -0.77541 0.125
C 1.41118 1.08400 -2.95992 -0.381
```

The lowest unoccupied orbital energy (alpha / beta) comes out at -1.6 / -1.6 eV. The spin multiplicity is 1. The frontier orbital gap (alpha / beta) is 0.287 / 0.287 hartree.



## iv
An isolated molecule of C2H3NOS2, computed with ωB97M-V/def2-TZVPD.

```
9
Properties=species:S:1:pos:R:3:lowdin_charge:R:1
C 0.56852 -0.37518 0.95730 -0.495
H 0.99829 -1.44308 -1.10756 -0.176
H 0.44971 -0.16801 2.01126 0.064
C -1.14268 0.95338 -0.17897 -0.502
S 2.17384 -1.07331 0.66568 0.548
O -1.40277 1.59784 0.73825 0.126
H -1.78903 0.83140 -1.17358 0.144
N -0.11185 0.12546 -0.13908 -0.482
S 0.25597 -0.44848 -1.77330 0.773
```

The lowest unoccupied orbital energy comes out at -1.0 eV. The spin multiplicity is 1. The SMILES is O=CN(S)C=S. The frontier orbital gap is 0.293 hartree.



Stability ranking, top entry: iii; the second entry is 0.0123 hartree less favorable.